{
  "formula": "C30H46N4O4Ru",
  "method": "ωB97M-V/def2-TZVPD",
  "multiplicity": 6,
  "charge": 1,
  "s2": 8.7601,
  "orbital_gap_ha": [0.30616, 0.23011],
  "homo_ev": [-10.4, -10.5],
  "e_tot_ha": -1785.33695,
  "species": ["Ru", "C", "C", "C", "C", "C", "C", "N", "C", "C", "N", "C", "C", "O", "O", "C", "C", "C", "C", "C", "C", "N", "C", "C", "N", "C", "C", "O", "O", "H", "H", "H", "H", "H", "H", "H", "H", "H", "H", "H", "H", "H", "H", "H", "H", "H", "H", "H", "H", "H", "H", "H", "H", "H", "H", "H", "H", "H", "H", "H", "H", "H", "H", "H", "H", "H", "H", "H", "C", "C", "C", "C", "C", "C", "C", "C", "C", "C", "H", "H", "H", "H", "H", "H", "H"],
  "positions_angstrom": [[-0.783, 0.999, -0.622], [0.124, -4.483, -0.388], [0.686, -3.092, -0.669], [1.944, -2.855, 0.171], [2.986, -1.860, -0.358], [3.516, -2.229, -1.738], [4.112, -1.760, 0.663], [2.304, -0.506, -0.477], [3.150, 0.683, -0.817], [3.062, 1.698, 0.300], [1.721, 2.289, 0.375], [1.649, 3.331, -0.671], [0.235, 3.867, -0.780], [-0.027, 5.023, -0.589], [-0.650, 2.939, -1.083], [1.376, 2.914, 1.701], [2.561, 3.107, 2.650], [0.103, 2.343, 2.352], [-0.069, 0.864, 2.760], [-1.028, 0.819, 3.954], [1.234, 0.195, 3.171], [-0.717, 0.137, 1.603], [-0.813, -1.338, 1.775], [-1.286, -2.070, 0.530], [-0.333, -2.004, -0.581], [-0.960, -1.861, -1.899], [-0.044, -0.998, -2.763], [0.366, -1.339, -3.840], [0.279, 0.172, -2.198], [0.824, -5.241, -0.741], [-0.826, -4.643, -0.899], [-0.028, -4.655, 0.679], [1.000, -3.081, -1.716], [2.466, -3.809, 0.268], [1.684, -2.568, 1.192], [3.892, -3.252, -1.717], [4.346, -1.584, -2.028], [2.751, -2.161, -2.513], [4.583, -2.738, 0.760], [3.736, -1.476, 1.649], [4.891, -1.059, 0.364], [1.792, -0.312, 0.390], [1.556, -0.535, -1.184], [2.774, 1.070, -1.762], [4.173, 0.357, -0.975], [3.833, 2.461, 0.147], [3.306, 1.196, 1.236], [1.924, 2.905, -1.636], [2.328, 4.158, -0.441], [1.076, 3.936, 1.462], [3.038, 2.194, 2.995], [2.214, 3.648, 3.531], [3.324, 3.729, 2.180], [-0.748, 2.611, 1.711], [-0.049, 2.945, 3.252], [-0.581, 1.321, 4.812], [-1.261, -0.202, 4.256], [-1.963, 1.336, 3.721], [1.708, 0.786, 3.951], [1.942, 0.111, 2.346], [1.070, -0.798, 3.590], [-1.686, 0.450, 1.644], [-1.499, -1.574, 2.592], [0.160, -1.716, 2.072], [-2.223, -1.621, 0.198], [-1.528, -3.097, 0.816], [-1.925, -1.361, -1.812], [-1.121, -2.815, -2.407], [-4.895, 0.316, -4.384], [-3.516, 0.604, -4.342], [-2.885, 0.796, -3.146], [-3.586, 0.707, -1.915], [-2.928, 0.867, -0.649], [-3.728, 0.886, 0.474], [-5.124, 0.689, 0.426], [-5.733, 0.452, -0.770], [-4.982, 0.461, -1.970], [-5.611, 0.257, -3.223], [-5.382, 0.160, -5.337], [-2.955, 0.687, -5.264], [-1.833, 1.064, -3.148], [-3.317, 1.086, 1.463], [-5.703, 0.726, 1.340], [-6.800, 0.276, -0.824], [-6.676, 0.063, -3.243]],
  "forces_ev_per_angstrom": [[-0.2, 0.1, 0.2], [0.0, 0.0, 0.0], [0.0, 0.1, 0.0], [0.0, 0.0, 0.0], [-0.1, 0.1, 0.0], [0.0, 0.0, 0.0], [0.0, 0.0, 0.0], [0.2, -0.1, 0.2], [0.0, -0.1, -0.1], [0.0, 0.0, 0.1], [0.0, 0.0, 0.0], [0.1, -0.1, 0.1], [-0.1, 0.0, -0.1], [0.0, 0.1, 0.0], [0.0, 0.2, 0.1], [0.0, 0.0, -0.1], [0.0, 0.0, 0.0], [0.0, 0.0, 0.1], [0.0, 0.0, 0.0], [0.0, 0.0, 0.0], [0.1, 0.0, 0.1], [0.1, -0.2, 0.0], [0.1, 0.0, 0.1], [0.0, 0.0, -0.1], [0.0, 0.0, 0.1], [0.1, -0.1, -0.1], [-0.4, 0.4, -0.1], [0.1, -0.1, 0.0], [0.3, -0.4, -0.2], [0.0, 0.0, 0.0], [0.0, 0.0, 0.0], [0.0, 0.0, 0.0], [0.0, -0.1, 0.0], [0.0, 0.0, 0.0], [0.0, 0.0, 0.0], [0.0, 0.0, 0.0], [0.0, 0.0, 0.0], [0.0, 0.0, 0.0], [0.0, 0.0, 0.0], [0.0, 0.0, 0.0], [0.0, 0.0, 0.0], [0.1, 0.0, 0.0], [-0.2, 0.0, -0.2], [0.0, 0.0, 0.0], [0.0, 0.0, 0.0], [0.0, 0.0, 0.0], [0.0, 0.0, 0.0], [0.0, 0.0, 0.0], [0.0, 0.0, 0.0], [0.0, 0.0, 0.0], [0.0, 0.0, 0.0], [0.0, 0.0, 0.0], [0.0, 0.0, 0.0], [0.0, 0.0, 0.0], [0.0, 0.0, 0.0], [0.0, 0.0, 0.0], [0.0, 0.0, 0.0], [0.0, 0.0, 0.0], [0.0, 0.0, 0.0], [0.0, 0.0, 0.0], [0.0, 0.0, 0.0], [0.0, 0.0, 0.0], [0.0, 0.0, 0.0], [0.0, 0.0, 0.0], [0.0, 0.0, 0.0], [0.0, 0.0, 0.0], [0.0, 0.0, 0.0], [0.0, 0.0, 0.0], [0.0, 0.0, 0.0], [0.0, 0.0, 0.0], [0.0, 0.0, -0.1], [0.2, 0.0, -0.1], [-0.4, -0.1, 0.0], [0.1, 0.1, 0.1], [0.0, 0.0, 0.0], [0.0, 0.0, 0.0], [-0.1, 0.0, 0.0], [0.0, 0.0, -0.1], [0.0, 0.0, 0.0], [0.0, 0.0, 0.0], [0.0, 0.0, 0.0], [0.0, 0.0, 0.0], [0.0, 0.0, 0.0], [0.0, 0.0, 0.0], [0.0, 0.0, 0.0]],
  "lowdin_spin": [3.822, 0.002, 0.003, 0.000, 0.000, 0.000, 0.000, 0.003, 0.000, 0.003, 0.039, 0.003, 0.025, 0.037, 0.253, 0.001, 0.000, 0.007, 0.009, 0.004, 0.000, 0.104, 0.010, 0.007, 0.032, 0.012, 0.016, 0.027, 0.171, 0.000, 0.000, 0.000, 0.000, 0.000, 0.000, 0.000, 0.000, 0.000, 0.000, 0.000, 0.000, 0.001, 0.002, 0.000, 0.000, 0.001, 0.000, 0.000, 0.001, 0.000, 0.000, 0.000, 0.000, 0.004, 0.000, 0.001, 0.000, 0.000, 0.000, 0.000, 0.000, 0.007, 0.002, 0.000, 0.003, 0.000, 0.005, 0.001, -0.004, 0.008, 0.008, 0.043, 0.185, 0.070, 0.008, 0.032, 0.006, 0.008, 0.000, 0.001, 0.004, 0.006, 0.001, 0.002, 0.001]
}



{
  "formula": "C30H46O23Rb2",
  "method": "ωB97M-V/def2-TZVPD",
  "multiplicity": 2,
  "charge": 1,
  "s2": 0.7589,
  "orbital_gap_ha": [0.28830, 0.22484],
  "homo_ev": [-12.7, -12.7],
  "e_tot_ha": -2949.08846,
  "species": ["Rb", "Rb", "O", "C", "C", "O", "H", "H", "H", "H", "C", "C", "C", "O", "C", "O", "O", "H", "H", "H", "H", "H", "H", "C", "C", "C", "O", "C", "O", "O", "H", "H", "H", "H", "H", "H", "C", "C", "C", "O", "C", "O", "O", "H", "H", "H", "H", "H", "H", "C", "C", "C", "O", "C", "O", "O", "H", "H", "H", "H", "H", "H", "C", "C", "C", "O", "C", "O", "O", "H", "H", "H", "H", "H", "H", "C", "C", "C", "O", "C", "O", "O", "H", "H", "H", "H", "H", "H", "C", "C", "C", "O", "C", "O", "O", "H", "H", "H", "H", "H", "H"],
  "positions_angstrom": [[-2.442, 4.004, -2.622], [1.740, 3.439, -1.808], [-0.823, 1.744, -2.386], [-0.724, 0.686, -1.480], [0.019, 0.876, -0.053], [1.329, 1.381, 0.164], [-0.166, -0.079, -2.020], [-1.721, 0.283, -1.300], [0.074, -0.135, 0.351], [-0.673, 1.348, 0.645], [-2.984, 2.074, 1.547], [-2.529, 2.696, 2.846], [-1.165, 3.300, 2.773], [-1.284, 4.623, 3.193], [-2.522, 4.890, 3.411], [-2.973, 5.925, 3.888], [-3.295, 3.875, 3.095], [-2.574, 2.423, 0.599], [-4.065, 2.098, 1.415], [-2.619, 1.051, 1.637], [-2.661, 2.009, 3.682], [-0.761, 3.447, 1.771], [-0.473, 2.735, 3.398], [-1.860, -3.419, -1.561], [-0.305, -3.552, -1.622], [0.399, -2.910, -0.425], [1.277, -3.921, 0.083], [1.036, -5.072, -0.551], [1.658, -6.095, -0.346], [0.017, -4.936, -1.439], [-2.212, -3.842, -0.620], [-2.422, -4.022, -2.274], [-2.318, -2.431, -1.608], [0.169, -3.226, -2.548], [-0.372, -2.544, 0.253], [0.951, -2.069, -0.844], [4.391, -2.417, 1.253], [3.791, -1.223, 1.991], [2.361, -1.513, 2.502], [2.457, -1.283, 3.867], [3.736, -0.979, 4.168], [4.094, -0.627, 5.279], [4.511, -1.144, 3.192], [5.403, -2.265, 0.878], [3.797, -2.491, 0.342], [4.345, -3.408, 1.705], [3.921, -0.269, 1.480], [2.121, -2.564, 2.341], [1.668, -0.850, 1.985], [3.932, 3.648, 1.763], [2.692, 3.457, 2.755], [2.655, 2.208, 3.604], [2.627, 2.727, 4.933], [3.069, 3.989, 4.941], [3.471, 4.593, 5.904], [2.863, 4.482, 3.699], [3.882, 4.571, 1.184], [3.952, 2.836, 1.036], [4.902, 3.476, 2.229], [1.767, 3.502, 2.180], [3.493, 1.533, 3.434], [1.741, 1.666, 3.363], [-3.556, -0.992, -3.802], [-2.588, -0.253, -4.734], [-1.205, -0.908, -4.836], [-0.942, -0.849, -6.283], [-2.056, -0.450, -6.913], [-2.201, -0.346, -8.110], [-3.044, -0.348, -6.060], [-4.630, -0.946, -3.978], [-3.406, -0.508, -2.836], [-3.181, -2.000, -3.625], [-2.399, 0.782, -4.451], [-1.137, -1.964, -4.574], [-0.468, -0.381, -4.230], [4.581, -0.020, -1.441], [3.326, -0.659, -2.059], [2.751, 0.048, -3.294], [2.596, -1.009, -4.215], [3.271, -2.046, -3.886], [3.652, -2.991, -4.593], [3.633, -1.943, -2.597], [5.196, 0.496, -2.179], [5.265, -0.785, -1.073], [4.280, 0.691, -0.672], [2.598, -0.801, -1.259], [3.411, 0.882, -3.530], [1.766, 0.431, -3.026], [-4.810, -0.779, -0.276], [-5.424, -1.291, 1.077], [-4.382, -1.541, 2.135], [-4.798, -0.610, 3.145], [-5.899, 0.125, 2.747], [-6.545, 0.994, 3.383], [-6.257, -0.289, 1.543], [-5.656, -0.483, -0.897], [-4.197, -1.500, -0.817], [-4.149, 0.069, -0.098], [-5.944, -2.236, 0.921], [-3.385, -1.294, 1.769], [-4.439, -2.604, 2.370]],
  "forces_ev_per_angstrom": [[-0.2, -0.3, -0.1], [0.0, -0.3, 0.1], [0.4, 0.2, 1.8], [0.5, 1.6, -2.8], [1.8, -0.6, 2.0], [-2.3, -0.1, -1.6], [0.4, -0.7, 0.5], [-0.1, -0.2, 0.9], [-0.3, -0.6, -0.4], [-0.1, 0.9, -0.4], [-0.1, -1.1, 0.1], [-1.0, 1.1, -1.0], [1.9, -0.6, -0.5], [2.5, 0.4, 0.6], [-3.4, 4.1, 2.6], [1.3, -1.9, -1.4], [-1.6, -1.3, -0.3], [0.4, 0.7, 0.2], [0.0, -0.2, 0.4], [-0.4, -0.4, -0.3], [0.0, 0.0, -0.1], [0.0, -0.9, -0.3], [0.3, 0.3, 0.0], [0.1, -0.6, 0.2], [-1.2, -0.6, 0.4], [-0.2, 0.3, -1.0], [-0.5, 1.5, 0.2], [1.1, -2.9, -0.1], [-1.5, 2.2, -0.4], [0.2, -0.2, 0.0], [0.3, 0.0, 0.3], [0.6, -0.1, -0.5], [0.7, 0.3, -0.1], [-0.3, 0.0, -0.2], [0.4, -0.3, 0.7], [0.4, 0.1, 0.6], [-0.5, 0.6, -1.8], [0.6, -2.2, -0.3], [0.6, -0.3, -1.4], [-0.8, 0.7, 0.7], [-0.7, 1.1, 6.2], [-0.9, -0.6, -1.8], [2.7, 0.4, -2.1], [0.1, 0.3, 0.4], [-0.1, -0.3, -0.3], [-0.2, 0.4, 0.6], [-0.2, -0.1, -0.3], [-0.2, 0.1, -0.2], [-0.4, 0.0, 0.3], [-1.1, -1.6, 0.1], [2.4, 0.6, -1.6], [-0.3, -0.2, -0.1], [0.3, -1.6, 0.2], [-0.1, 1.0, 1.6], [-0.7, -0.9, -1.9], [-0.1, 1.5, 0.0], [0.1, 0.2, 0.5], [-0.5, -0.3, -0.4], [-0.1, 0.7, 0.5], [-0.1, 0.7, 0.1], [0.2, 0.1, 0.3], [0.0, -0.2, 0.5], [1.1, 0.7, 1.0], [-0.1, -1.3, 0.3], [0.2, -0.4, -0.9], [0.9, 0.6, 1.3], [0.2, -0.9, -3.1], [0.7, 0.1, 1.8], [-2.0, 1.0, 0.7], [0.3, 0.0, -0.6], [-0.2, 0.1, 0.3], [-0.5, -0.2, -0.4], [-0.5, 0.2, 0.0], [-0.4, -0.1, 0.1], [0.2, 0.2, -0.5], [-0.1, -0.1, -0.7], [0.9, -0.2, 0.3], [-0.7, -0.1, 2.0], [-1.7, 3.0, -2.3], [3.7, -5.1, -1.0], [-2.0, 3.1, 2.0], [0.5, -0.4, 0.9], [-0.2, 0.2, -0.2], [-0.4, 0.0, 0.5], [0.2, -0.1, 0.2], [-0.2, 0.0, -0.1], [0.1, -0.3, -1.1], [-0.2, 0.2, -0.4], [-0.6, -0.4, 0.7], [1.6, -0.7, -2.9], [-0.6, 0.7, -0.2], [-0.1, 0.5, 0.9], [-2.1, 2.2, 2.8], [3.4, -3.6, -2.3], [-1.0, 0.5, -0.3], [0.2, 0.1, -0.2], [-0.3, -0.4, 0.2], [-0.2, 0.2, 0.2], [-0.6, 0.4, -0.2], [0.1, 0.1, 0.3], [0.2, 0.3, 1.0]],
  "lowdin_spin": [0.000, 0.004, 0.136, 0.083, 0.086, 0.640, 0.007, 0.004, 0.005, 0.023, 0.003, 0.000, 0.000, 0.000, 0.000, 0.000, 0.000, 0.001, 0.000, 0.001, 0.000, 0.000, 0.000, 0.000, 0.000, 0.000, 0.000, 0.000, 0.000, 0.000, 0.000, 0.000, 0.000, 0.000, 0.000, 0.000, 0.000, 0.000, 0.000, 0.000, 0.000, 0.000, 0.000, 0.000, 0.000, 0.000, 0.000, 0.000, 0.000, 0.000, 0.000, 0.001, 0.000, 0.000, 0.000, 0.000, 0.000, 0.000, 0.000, 0.000, 0.000, 0.001, 0.000, 0.000, 0.000, 0.000, 0.000, 0.000, 0.000, 0.000, 0.000, 0.000, 0.000, 0.000, 0.000, 0.000, 0.001, 0.001, 0.000, 0.000, 0.000, 0.000, 0.000, 0.000, 0.000, 0.001, 0.000, 0.001, 0.000, 0.000, 0.000, 0.000, 0.000, 0.000, 0.000, 0.000, 0.000, 0.000, 0.000, 0.000, 0.000]
}



Which formula does entry 2 have? C30H46O23Rb2



What is the charge in the first record? +1



Number 2 is which compound? C30H46O23Rb2